Here is a molecular structure, C36H71AlClN2O34 in a non-equilibrium geometry from the OMol25 dataset. Energies are from ωB97M-V/def2-TZVPD.

Structure (XYZ):
```
145
Properties=species:S:1:pos:R:3:lowdin_charge:R:1
C -0.68 0.62 3.97 -0.06
C -0.89 -0.74 3.32 -0.50
C -0.37 -0.86 1.89 -0.05
N -1.42 -1.71 3.93 0.07
Al -3.21 -2.04 4.00 -0.22
Cl -3.81 -3.35 2.33 0.19
C -4.36 -0.42 3.90 -0.20
C -5.39 -0.51 2.75 -0.22
C -6.22 0.74 2.60 -0.53
O -5.80 1.87 2.55 0.07
O -7.57 0.54 2.52 0.08
O -3.67 -2.89 5.57 -0.22
N -3.48 -4.22 5.64 -0.15
O -2.35 -4.56 5.56 -0.02
H -1.49 0.86 4.66 0.06
H -0.53 1.43 3.25 0.06
H 0.24 0.54 4.58 0.08
H 0.24 0.00 1.60 0.06
H 0.25 -1.75 1.80 0.07
H -1.21 -0.95 1.19 0.07
H -3.80 0.52 3.81 0.05
H -4.93 -0.35 4.84 0.06
H -6.06 -1.34 2.98 0.10
H -4.89 -0.70 1.79 0.09
H -7.73 -0.39 2.32 0.11
C -1.19 -3.91 -1.40 -0.02
O -0.13 -4.01 -2.36 0.00
C 1.05 -3.59 -1.90 -0.63
O 1.25 -3.16 -0.80 0.13
O 1.95 -3.72 -2.87 -0.01
C 3.27 -3.29 -2.51 -0.05
H -2.08 -4.29 -1.90 0.09
H -0.98 -4.52 -0.52 0.10
H -1.34 -2.88 -1.09 0.09
H 3.65 -3.88 -1.68 0.10
H 3.26 -2.23 -2.25 0.10
H 3.90 -3.44 -3.38 0.09
C -6.38 2.34 -0.10 -0.02
O -6.61 1.71 -1.37 -0.01
C -6.05 0.50 -1.48 -0.61
O -5.40 -0.06 -0.64 0.14
O -6.33 0.02 -2.70 0.00
C -5.78 -1.28 -2.94 -0.04
H -6.88 3.30 -0.15 0.09
H -6.81 1.75 0.70 0.06
H -5.32 2.48 0.08 0.11
H -6.17 -2.00 -2.22 0.10
H -4.69 -1.25 -2.88 0.10
H -6.09 -1.55 -3.95 0.09
C 1.90 -1.82 -6.83 -0.03
O 2.97 -1.90 -7.77 0.00
C 4.14 -1.46 -7.30 -0.63
O 4.33 -1.03 -6.20 0.11
O 5.05 -1.59 -8.26 0.01
C 6.37 -1.16 -7.87 -0.03
H 1.01 -2.19 -7.33 0.09
H 2.10 -2.44 -5.95 0.09
H 1.73 -0.79 -6.52 0.10
H 6.74 -1.75 -7.04 0.09
H 6.36 -0.11 -7.61 0.10
H 7.00 -1.33 -8.74 0.08
C 11.14 -2.19 -10.25 -0.04
O 10.97 -3.61 -10.20 0.01
C 9.88 -4.00 -9.54 -0.63
O 9.07 -3.27 -9.02 0.12
O 9.83 -5.33 -9.56 0.01
C 8.70 -5.88 -8.88 -0.03
H 12.06 -2.02 -10.81 0.09
H 10.31 -1.72 -10.77 0.10
H 11.23 -1.77 -9.25 0.10
H 7.78 -5.55 -9.34 0.10
H 8.71 -5.60 -7.83 0.10
H 8.80 -6.96 -8.97 0.09
C -4.92 8.49 -3.78 -0.05
O -4.93 7.08 -4.02 0.00
C -5.99 6.44 -3.52 -0.63
O -6.89 6.96 -2.92 0.12
O -5.87 5.15 -3.79 0.01
C -6.94 4.34 -3.30 -0.02
H -4.01 8.86 -4.24 0.09
H -5.79 8.95 -4.24 0.09
H -4.91 8.70 -2.72 0.10
H -7.89 4.65 -3.74 0.10
H -7.00 4.40 -2.22 0.08
H -6.71 3.32 -3.59 0.09
C -0.81 3.42 7.58 -0.02
O 0.37 3.44 6.77 0.01
C 1.44 3.94 7.36 -0.62
O 1.50 4.38 8.48 0.10
O 2.46 3.89 6.50 0.01
C 3.69 4.41 7.02 -0.04
H -1.58 2.98 6.96 0.09
H -0.66 2.81 8.47 0.10
H -1.09 4.43 7.86 0.10
H 4.01 3.84 7.89 0.10
H 3.59 5.46 7.28 0.10
H 4.41 4.29 6.22 0.09
C 2.78 8.78 13.81 -0.05
O 2.53 7.45 13.36 0.00
C 1.62 7.37 12.39 -0.63
O 1.03 8.31 11.91 0.12
O 1.47 6.10 12.06 0.01
C 0.52 5.85 11.01 -0.03
H 3.54 8.69 14.59 0.09
H 3.16 9.40 13.00 0.10
H 1.88 9.22 14.23 0.10
H 0.81 6.35 10.10 0.09
H -0.47 6.19 11.33 0.10
H 0.52 4.78 10.85 0.08
C 6.47 -0.02 -3.52 -0.03
O 7.53 -0.59 -2.75 0.01
C 8.49 -1.15 -3.49 -0.63
O 8.52 -1.21 -4.69 0.12
O 9.41 -1.64 -2.66 0.00
C 10.51 -2.28 -3.32 -0.04
H 5.76 0.40 -2.81 0.10
H 6.84 0.77 -4.17 0.10
H 5.97 -0.78 -4.12 0.08
H 11.03 -1.58 -3.97 0.10
H 10.16 -3.13 -3.91 0.10
H 11.17 -2.63 -2.53 0.09
C -5.96 0.07 11.44 -0.06
O -5.96 -0.06 10.02 0.00
C -5.98 -1.33 9.58 -0.63
O -6.00 -2.29 10.30 0.12
O -5.97 -1.31 8.27 0.02
C -5.96 -2.61 7.64 -0.02
H -5.95 1.14 11.64 0.09
H -6.86 -0.38 11.87 0.09
H -5.08 -0.40 11.87 0.09
H -6.86 -3.16 7.93 0.10
H -5.07 -3.16 7.92 0.09
H -5.95 -2.44 6.58 0.08
C -4.27 -5.40 -8.62 -0.04
O -3.20 -5.50 -9.57 0.00
C -2.02 -5.07 -9.11 -0.63
O -1.82 -4.62 -8.01 0.13
O -1.12 -5.21 -10.08 0.00
C 0.20 -4.79 -9.70 -0.04
H -5.15 -5.78 -9.13 0.09
H -4.05 -6.00 -7.74 0.10
H -4.42 -4.36 -8.33 0.10
H 0.57 -5.38 -8.87 0.10
H 0.20 -3.73 -9.44 0.09
H 0.82 -4.95 -10.58 0.09
```

Computed properties:
calculated total energy	-4784.8444	hartree
multiplicity	1
Kohn-Sham gap	5.94	eV
lowest unoccupied orbital energy	1.437	eV
total charge	-1

Here is 4 unconnected molecules or ions with the total composition C36H71FO10S in a non-equilibrium geometry from the OMol25 dataset. Energies are from ωB97M-V/def2-TZVPD.

Structure (XYZ):
```
119
Properties=species:S:1:pos:R:3:lowdin_charge:R:1
C 2.66 -5.59 0.62 0.15
C 1.68 -5.25 0.05 -0.14
C 0.52 -4.61 -0.57 -0.26
C 0.52 -3.06 -0.36 -0.21
C 1.94 -2.52 -0.63 -0.14
C 2.01 -1.00 -0.79 -0.19
C 3.46 -0.60 -1.15 -0.19
C 3.57 0.84 -1.66 -0.19
C 2.72 1.13 -2.92 -0.19
C 1.67 2.23 -2.66 -0.20
C 0.69 1.92 -1.53 -0.23
C -0.20 3.11 -1.16 -0.19
C -1.06 2.76 0.07 -0.20
C -0.43 3.18 1.40 -0.18
C 0.62 2.23 2.01 -0.17
C 0.15 0.80 2.22 -0.27
O -0.83 0.75 3.23 -0.19
C -1.42 -0.53 3.28 -0.10
C -0.59 -2.41 -1.21 -0.16
C -1.99 -2.61 -0.58 -0.30
C -2.68 -3.95 -0.85 -0.01
F -1.94 -2.36 0.79 -0.02
C -0.59 -2.80 -2.70 -0.26
C -0.47 -1.55 -3.61 -0.12
C -1.87 -1.04 -3.83 -0.14
C -2.37 0.09 -3.23 0.02
O 0.52 -3.63 -3.10 -0.18
S 0.60 -5.03 -2.35 0.65
O 1.91 -5.54 -2.64 -0.25
O -0.46 -5.92 -2.72 -0.26
H 3.49 -5.83 1.25 0.04
H -0.34 -5.07 -0.10 0.13
H 0.33 -2.94 0.70 0.15
H 2.58 -2.79 0.20 0.12
H 2.37 -2.97 -1.53 0.12
H 1.79 -0.48 0.14 0.11
H 1.40 -0.66 -1.61 0.06
H 4.14 -0.82 -0.33 0.12
H 3.77 -1.25 -1.97 0.11
H 4.61 0.99 -1.95 0.09
H 3.39 1.56 -0.85 0.11
H 2.26 0.21 -3.29 0.10
H 3.38 1.49 -3.70 0.10
H 1.09 2.45 -3.56 0.11
H 2.21 3.13 -2.38 0.11
H 1.21 1.63 -0.62 0.08
H 0.07 1.06 -1.81 0.08
H -0.82 3.34 -2.03 0.11
H 0.42 3.99 -0.97 0.11
H -1.29 1.69 0.03 0.10
H -2.01 3.29 -0.01 0.10
H 0.09 4.14 1.25 0.11
H -1.19 3.38 2.16 0.10
H 0.86 2.61 3.01 0.11
H 1.55 2.24 1.45 0.10
H 1.03 0.21 2.52 0.13
H -0.21 0.34 1.29 0.10
H -1.85 -0.71 4.26 0.09
H -2.16 -0.63 2.49 0.07
H -0.67 -1.32 3.11 0.08
H -0.44 -1.34 -1.17 0.12
H -2.61 -1.83 -1.02 0.13
H -3.57 -3.76 -1.46 0.09
H -2.10 -4.68 -1.40 0.05
H -3.06 -4.41 0.07 0.09
H -1.51 -3.30 -3.02 0.14
H 0.00 -1.83 -4.56 0.13
H 0.12 -0.76 -3.15 0.08
H -2.54 -1.61 -4.48 0.11
H -2.02 1.08 -3.49 0.06
H -3.14 0.05 -2.45 0.05
C -7.59 3.17 -0.08 -0.11
O -7.82 1.83 0.30 -0.19
C -7.39 0.89 -0.67 -0.21
C -6.07 0.27 -0.29 -0.21
O -5.01 1.22 -0.32 -0.20
C -4.64 1.68 0.97 -0.09
H -7.75 3.80 0.79 0.09
H -6.57 3.32 -0.45 0.08
H -8.30 3.47 -0.86 0.09
H -7.33 1.35 -1.66 0.13
H -8.15 0.10 -0.71 0.13
H -5.82 -0.51 -1.03 0.12
H -6.13 -0.21 0.69 0.13
H -4.09 0.90 1.51 0.08
H -5.52 1.98 1.55 0.09
H -3.99 2.54 0.84 0.08
C 7.70 -2.41 -1.66 -0.11
O 6.77 -1.51 -2.23 -0.20
C 7.39 -0.50 -3.02 -0.20
C 7.26 -0.79 -4.50 -0.21
O 8.01 -1.95 -4.86 -0.19
C 7.20 -3.10 -5.03 -0.11
H 7.14 -3.26 -1.27 0.09
H 8.42 -2.77 -2.41 0.08
H 8.25 -1.93 -0.84 0.09
H 8.44 -0.37 -2.74 0.13
H 6.87 0.44 -2.81 0.11
H 7.68 0.05 -5.06 0.13
H 6.21 -0.90 -4.78 0.13
H 6.62 -3.03 -5.95 0.09
H 6.52 -3.24 -4.18 0.08
H 7.86 -3.96 -5.10 0.09
C -2.91 1.78 7.83 -0.11
O -1.62 2.09 7.33 -0.19
C -1.65 2.54 5.98 -0.20
C -1.53 4.04 5.88 -0.20
O -2.66 4.70 6.42 -0.19
C -2.44 5.22 7.72 -0.11
H -2.82 1.67 8.91 0.09
H -3.63 2.57 7.62 0.08
H -3.27 0.84 7.41 0.09
H -2.56 2.19 5.47 0.13
H -0.79 2.08 5.47 0.11
H -1.47 4.32 4.82 0.12
H -0.61 4.38 6.37 0.13
H -1.79 6.10 7.67 0.09
H -1.98 4.48 8.38 0.08
H -3.40 5.51 8.13 0.09
```

Computed properties:
calculated total energy	-2664.3962	hartree
multiplicity	1
Kohn-Sham gap	8.17	eV
SMILES	C#C[C@H]1[C@@H](CCCCCCCCCCCCOC)[C@H]([C@@H](C)F)[C@@H](CC=C)OS1(=O)=O.COCCOC.COCCOC.COCCOC
lowest unoccupied orbital energy	-0.251	eV
total charge	0

Here is 11 unconnected molecules or ions with the total composition C36H72Br4O14 in a non-equilibrium geometry from the OMol25 dataset. Energies are from ωB97M-V/def2-TZVPD.

Structure (XYZ):
```
126
Properties=species:S:1:pos:R:3:lowdin_charge:R:1
C -15.88 22.05 -5.94 -0.07
C -15.53 23.17 -6.95 -0.20
O -15.13 22.78 -8.25 -0.02
C -13.86 22.37 -8.42 -0.54
C -13.66 21.98 -9.86 0.03
O -13.01 22.39 -7.57 0.12
H -16.65 22.45 -5.26 0.05
H -15.04 21.88 -5.27 0.08
H -16.33 21.16 -6.39 0.06
H -16.55 23.54 -7.08 0.10
H -14.94 23.97 -6.53 0.13
H -13.93 22.86 -10.44 0.09
H -14.29 21.10 -10.00 0.06
H -12.61 21.81 -10.07 0.08
C -16.07 12.14 -3.81 -0.05
C -16.04 13.65 -3.60 -0.23
O -16.11 14.47 -4.75 -0.02
C -15.10 14.59 -5.57 -0.58
C -15.46 15.20 -6.91 -0.03
O -14.01 14.09 -5.40 0.09
H -16.26 11.69 -2.84 0.08
H -15.10 11.80 -4.18 0.07
H -16.76 11.90 -4.61 0.08
H -16.79 13.98 -2.87 0.12
H -15.14 13.97 -3.05 0.12
H -16.39 15.72 -6.72 0.07
H -15.56 14.46 -7.71 0.10
H -14.71 15.83 -7.39 0.07
C -18.49 24.69 -11.93 -0.05
C -17.31 25.53 -12.45 -0.20
O -17.28 25.51 -13.89 0.00
C -16.53 24.59 -14.49 -0.53
C -16.73 24.58 -16.02 0.04
O -15.77 23.80 -13.97 0.08
H -18.33 23.62 -12.01 0.04
H -19.36 25.10 -12.42 0.09
H -18.61 24.87 -10.86 0.08
H -17.52 26.54 -12.11 0.12
H -16.33 25.27 -12.05 0.12
H -15.72 24.68 -16.42 0.09
H -17.48 25.33 -16.23 0.08
H -17.09 23.57 -16.22 0.08
C -17.59 21.18 -11.64 -0.05
C -17.66 21.27 -10.13 -0.23
O -16.60 20.55 -9.53 -0.03
C -16.77 19.23 -9.35 -0.52
C -15.52 18.62 -8.73 0.02
O -17.72 18.59 -9.69 0.11
H -18.47 21.63 -12.10 0.06
H -17.47 20.11 -11.84 0.07
H -16.69 21.64 -12.05 0.08
H -17.64 22.30 -9.77 0.11
H -18.63 20.92 -9.75 0.11
H -15.70 17.55 -8.65 0.07
H -15.32 19.06 -7.75 0.00
H -14.71 18.75 -9.44 0.06
C -24.61 20.30 -8.29 -0.06
C -23.92 19.96 -9.60 -0.22
O -23.00 21.01 -9.90 -0.02
C -22.20 20.91 -10.95 -0.54
C -21.26 22.12 -11.03 0.01
O -22.22 20.01 -11.74 0.11
H -24.97 19.37 -7.84 0.08
H -25.52 20.88 -8.38 0.08
H -23.83 20.66 -7.62 0.08
H -23.39 19.00 -9.55 0.11
H -24.61 19.80 -10.43 0.13
H -21.65 22.84 -10.32 0.03
H -21.27 22.49 -12.05 0.09
H -20.26 21.88 -10.69 0.04
C -21.51 15.67 -11.57 -0.02
C -21.60 16.32 -10.21 -0.50
C -20.64 17.43 -9.89 -0.03
O -22.43 15.97 -9.40 0.04
H -22.00 16.33 -12.30 0.09
H -22.13 14.78 -11.53 0.08
H -20.51 15.46 -11.94 0.07
H -20.97 17.92 -8.98 0.08
H -20.68 18.14 -10.73 0.08
H -19.63 17.04 -9.89 0.07
C -16.39 20.36 -15.07 0.00
C -15.06 19.81 -15.52 -0.49
C -14.44 20.31 -16.80 -0.02
O -14.49 18.93 -14.90 0.04
H -16.63 20.04 -14.06 0.05
H -17.09 19.94 -15.79 0.10
H -16.27 21.44 -15.15 0.06
H -14.45 21.40 -16.72 0.08
H -15.11 20.01 -17.60 0.09
H -13.41 20.02 -16.98 0.08
C -16.83 16.27 -15.55 -0.01
C -17.36 16.51 -14.13 -0.48
C -16.42 17.12 -13.15 -0.02
O -18.51 16.30 -13.83 0.06
H -15.76 16.13 -15.42 0.07
H -16.86 17.20 -16.13 0.08
H -17.33 15.46 -16.07 0.08
H -16.69 18.17 -13.01 0.06
H -15.41 16.99 -13.53 0.06
H -16.48 16.74 -12.13 0.09
C -10.20 17.82 -12.20 -0.04
C -11.62 17.40 -11.94 -0.50
C -12.42 18.44 -11.18 -0.02
O -12.00 16.26 -12.10 0.08
H -9.67 17.84 -11.24 0.09
H -10.09 18.82 -12.63 0.08
H -9.55 17.18 -12.79 0.08
H -12.67 19.26 -11.86 0.09
H -11.75 18.91 -10.46 0.09
H -13.32 18.02 -10.76 0.06
Br -15.28 18.19 -5.23 0.72
C -15.83 18.76 -3.38 -0.64
C -17.02 17.92 -2.99 -0.67
Br -17.62 18.71 -1.25 0.59
H -16.02 19.83 -3.42 0.03
H -14.93 18.61 -2.79 0.05
H -16.65 16.93 -2.77 0.05
H -17.77 17.91 -3.77 0.04
Br -19.17 20.70 -4.15 0.64
C -19.74 22.29 -5.20 -0.64
C -19.62 21.96 -6.69 -0.64
Br -20.41 23.41 -7.80 0.64
H -19.10 23.14 -4.97 0.05
H -20.74 22.57 -4.87 0.05
H -20.23 21.09 -6.91 0.05
H -18.59 21.84 -7.01 0.03
```

Computed properties:
calculated total energy	-12764.3132	hartree
multiplicity	1
Kohn-Sham gap	9.10	eV
SMILES	CCOC(C)=O.CCOC(C)=O.CCOC(C)=O.CCOC(C)=O.CCOC(C)=O.CC(C)=O.CC(C)=O.CC(C)=O.CC(C)=O.BrCCBr.BrCCBr
ΔE to the lowest compared entry with this formula, charge and spin	13.5	kJ/mol
lowest unoccupied orbital energy	0.150	eV
total charge	0

Question: What is the lowest unoccupied orbital energy in the second record?
Answer: -0.251 eV

Question: Which of these has the lowest lowest unoccupied orbital energy?
Answer: C36H71FO10S